[1]
Computed, not measured: the ion C4H10N3S with charge +1 at a distorted geometry, with ωB97M-V/def2-TZVPD.

Cartesian coordinates (Å):
C 1.799 1.171 -0.344
C -0.251 -0.504 0.746
C 2.000 -0.125 -1.161
C -2.349 -0.281 -0.440
N 1.754 1.408 0.861
N 1.613 0.912 1.945
N -1.705 -0.470 0.891
S 0.496 -0.245 2.279
H 1.701 2.117 -0.958
H 0.150 -1.163 0.144
H 1.533 -0.049 -2.097
H 1.809 -1.159 -0.805
H 3.173 -0.118 -1.246
H -2.383 -1.301 -0.958
H -3.323 0.379 -0.349
H -1.781 0.388 -1.083
H -2.122 -1.329 1.247
H -2.115 0.369 1.330

Computed properties:
- total charge = +1
- HOMO level (eV) = -12.539
- HOMO-LUMO gap (eV) = 7.725
- F_max (eV/Å) = 6.9
- energy relative to the best compared isomer or geometry (same formula, charge and spin) (kcal per mole) = 136.86
- 2S+1 = 1

These are the Löwdin partial charges, in e, on atoms 1 to 4: number 1, C, carries -0.128; number 2, C, carries -0.472; number 3, C, carries -0.048; number 4, C, carries -0.039


[2]
Computed, not measured: a structure of composition C16H15CdN6O2, with ωB97M-V/def2-TZVPD.

Cartesian coordinates (Å):
Cd -0.036 -0.018 0.325
N -2.040 -0.717 1.453
N -2.019 -1.968 0.755
C -1.871 -1.911 -0.684
O -2.287 -2.857 -1.300
O -1.269 -0.855 -1.138
H -2.008 -0.915 2.447
H -2.907 -0.215 1.266
H -2.805 -2.570 0.976
N 1.519 0.381 -1.490
C 2.760 -0.264 -1.160
C 3.925 0.051 -1.795
C 5.133 -0.614 -1.490
C 5.151 -1.618 -0.570
C 3.965 -1.961 0.120
C 3.918 -3.003 1.075
C 2.753 -3.288 1.724
C 1.628 -2.494 1.456
N 1.633 -1.511 0.581
C 2.773 -1.255 -0.138
H 0.914 -0.249 -2.023
H 1.682 1.194 -2.072
H 3.918 0.806 -2.573
H 6.035 -0.339 -2.019
H 6.062 -2.164 -0.358
H 4.818 -3.572 1.275
H 2.683 -4.091 2.443
H 0.692 -2.673 1.972
N 2.261 5.677 4.872
C 1.892 4.837 4.183
C 1.432 3.777 3.320
C 2.043 2.529 3.358
C 1.573 1.545 2.513
N 0.554 1.743 1.666
C -0.028 2.947 1.637
C 0.376 3.991 2.443
H 2.867 2.333 4.029
H 2.028 0.562 2.508
H -0.847 3.078 0.942
H -0.118 4.950 2.390

Computed properties:
- total charge = +1
- HOMO level (eV) = -12.155
- HOMO-LUMO gap (eV) = 8.295
- F_max (eV/Å) = 0.8
- 2S+1 = 1

These are the Löwdin partial charges, in e, on atoms 1 to 4: number 1, Cd, carries 1.379; number 2, N, carries -0.059; number 3, N, carries -0.055; number 4, C, carries -0.752


[3]
Computed, not measured: the molecule C15H22N2O2, with ωB97M-V/def2-TZVPD.

Cartesian coordinates (Å):
C -4.576 -0.865 0.071
H -5.354 -1.287 0.705
O -3.850 0.015 0.895
C -2.791 0.680 0.363
C -2.366 0.581 -0.957
C -1.259 1.299 -1.381
C -0.559 2.123 -0.514
C -0.996 2.226 0.804
C -2.093 1.515 1.239
H -2.433 1.584 2.260
H -0.456 2.858 1.492
C 0.657 2.895 -0.974
N 1.729 2.858 -0.004
C 2.462 1.754 0.351
O 3.463 1.868 1.033
N 2.000 0.567 -0.130
H 1.056 0.536 -0.479
C 2.541 -0.688 0.352
C 2.638 -1.707 -0.798
C 1.532 -2.763 -0.742
C 0.205 -2.124 -0.350
C 0.270 -1.574 1.082
C 1.706 -1.248 1.508
H 2.201 -2.147 1.876
H 1.693 -0.521 2.322
H -0.137 -2.309 1.778
H -0.354 -0.681 1.159
H -0.021 -1.321 -1.056
H -0.601 -2.857 -0.429
H 1.786 -3.535 -0.014
H 1.443 -3.247 -1.717
H 2.576 -1.161 -1.742
H 3.610 -2.202 -0.772
H 3.540 -0.440 0.724
H 2.161 3.728 0.260
H 0.995 2.503 -1.945
H 0.381 3.943 -1.118
H -0.938 1.209 -2.410
H -2.880 -0.052 -1.663
H -5.041 -0.339 -0.769
H -3.942 -1.673 -0.309

Computed properties:
- HOMO level (eV) = -8.639
- HOMO-LUMO gap (eV) = 9.338
- F_max (eV/Å) = 0.6
- structure (SMILES) = COc1ccc(CNC(=O)NC2CCCCC2)cc1
- energy relative to the best compared isomer or geometry (same formula, charge and spin) (kcal per mole) = 1.90
- 2S+1 = 1

These are the Löwdin partial charges, in e, on atoms 1 to 4: number 1, C, carries -0.086; number 2, H, carries 0.094; number 3, O, carries -0.081; number 4, C, carries -0.285


[4]
Computed, not measured: the ion C11H16ClN2 with charge +1 at a distorted geometry, with ωB97M-V/def2-TZVPD.

Cartesian coordinates (Å):
C 1.226 1.918 0.065
C 3.939 0.976 0.102
C 2.984 0.031 0.158
C -1.223 -1.784 -0.580
C -1.470 -1.476 0.912
C 0.635 -0.076 -1.293
C 0.622 0.003 1.333
C -0.813 -0.450 -1.107
C -0.978 -0.087 1.145
C 1.279 0.473 -0.008
C -2.760 0.713 -0.282
N 1.207 3.037 0.134
N -1.348 0.511 -0.125
Cl 3.061 -1.685 0.305
H 4.945 0.775 0.183
H 3.605 2.009 -0.160
H -0.470 -2.611 -0.766
H -2.119 -2.104 -1.116
H -2.519 -1.375 1.114
H -0.831 -2.199 1.541
H 1.119 -1.047 -1.570
H 0.817 0.567 -2.163
H 0.880 0.869 1.963
H 1.101 -0.968 1.673
H -1.225 -0.386 -2.089
H -1.396 0.560 1.892
H -3.201 -0.008 0.351
H -3.112 1.672 0.114
H -3.110 0.760 -1.363
H -0.848 1.381 -0.361

Computed properties:
- total charge = +1
- HOMO level (eV) = -13.215
- HOMO-LUMO gap (eV) = 10.474
- F_max (eV/Å) = 3.9
- structure (SMILES) = C=C(Cl)[C@@]1(C#N)C[C@H]2CC[C@@H](C1)[N@@H+]2C
- energy relative to the best compared isomer or geometry (same formula, charge and spin) (kcal per mole) = 8.56
- 2S+1 = 1

These are the Löwdin partial charges, in e, on atoms 1 to 4: number 1, C, carries -0.261; number 2, C, carries 0.051; number 3, C, carries -0.595; number 4, C, carries -0.079